1.
Entry from the OMol25 dataset: a structure of composition C29H50BN10Pd at a distorted geometry (ωB97M-V/def2-TZVPD).

```
91
Properties=species:S:1:pos:R:3
Pd 0.63888 -0.66347 -1.10184
C -2.79809 2.91564 2.66165
C -1.87523 2.99548 1.50928
C -1.38664 4.08143 0.75598
C -0.66821 3.50157 -0.26960
N -0.72469 2.10190 -0.18107
N -1.48188 1.86854 0.84019
B -2.13854 0.36145 1.11631
N -2.32103 -0.56735 -0.08513
N -1.31109 -1.34086 -0.65979
C -1.87020 -2.24231 -1.41016
C -3.28219 -2.12589 -1.34365
C -3.51613 -1.07965 -0.52027
C -4.85679 -0.51401 -0.23077
C -1.09090 -3.40200 -2.02426
C -1.69094 -4.69829 -1.33249
C -1.31402 -3.32645 -3.53189
C 0.38875 -3.45271 -1.69763
N -1.26921 -0.45074 2.16905
N -0.02157 -0.38961 2.27907
C 0.39674 -1.24303 3.30354
C -0.70019 -1.90376 3.76749
C -1.76825 -1.46709 3.06695
C -3.15258 -1.80454 3.12032
C 1.87221 -1.37070 3.66421
C 2.22612 0.08083 4.34429
C 2.05823 -2.46496 4.74289
C 2.71148 -1.62764 2.39844
C 0.09785 4.25070 -1.28346
C 0.82131 5.50287 -0.69382
C 1.07067 3.39018 -2.17654
C -0.98463 4.87974 -2.25745
H -3.02281 1.90404 3.11706
H -2.52072 3.49591 3.40839
H -3.75514 3.35872 2.39335
H -1.45264 5.14011 1.11645
H -3.23279 0.63907 1.60539
H -4.00773 -2.72092 -1.86571
H -4.89942 0.49596 0.19508
H -5.36878 -0.51771 -1.16940
H -5.34616 -1.17006 0.52463
H -2.78514 -4.61546 -1.37321
H -1.40614 -5.52193 -1.99308
H -1.29111 -4.98737 -0.36304
H -2.34469 -2.97273 -3.63863
H -0.63179 -2.71333 -4.06835
H -1.35460 -4.33392 -4.07355
H 0.64205 -3.26531 -0.62380
H 0.68823 -4.48461 -1.69183
H 1.15010 -2.99791 -2.34935
H -0.72055 -2.59287 4.68513
H -3.24000 -2.85544 3.46954
H -3.62926 -1.21235 3.84897
H -3.60072 -1.80370 2.10503
H 1.43114 0.39009 5.02658
H 3.25194 0.04133 4.80490
H 2.31902 0.76358 3.56447
H 1.54499 -2.22457 5.68437
H 1.79992 -3.52853 4.36628
H 3.11127 -2.58756 5.01451
H 2.64693 -0.77871 1.73034
H 3.72993 -1.70635 2.69734
H 2.32717 -2.54290 1.94622
H 1.63830 5.27729 0.00805
H 1.14932 6.06405 -1.56436
H 0.16793 6.22266 -0.12837
H 1.83936 2.88277 -1.67244
H 0.51059 2.69679 -2.79991
H 1.70769 4.06605 -2.76030
H -1.63508 5.54133 -1.69412
H -0.54397 5.37575 -3.08886
H -1.69127 4.14330 -2.64771
N 2.90563 1.32136 0.38415
C 3.43490 0.72981 -0.68823
C 4.82264 0.94844 -0.94457
C 5.44731 0.32173 -2.04551
C 4.74715 -0.65755 -2.72052
C 3.38106 -0.74662 -2.42550
N 2.67007 -0.05993 -1.48601
H 3.54541 1.69654 0.98784
H 2.12783 0.90092 0.77476
H 5.31490 1.52618 -0.18805
H 6.54562 0.34593 -2.04646
H 5.28154 -1.10647 -3.51354
H 2.85266 -1.55857 -2.97044
N 0.89323 -0.08803 -4.25222
N -0.10245 -0.04972 -3.30374
H 1.69053 0.54072 -4.19517
H 0.58466 -0.18526 -5.19893
H -0.75390 -0.86111 -3.59659
H -0.62339 0.82180 -3.25718
```

Spin multiplicity = 5
⟨S²⟩ = 6.02
Total charge = +3
Kohn-Sham gap (spin up / spin down) = 9.17 / 4.94 eV

Atom charges from the Löwdin analysis, given in e for atoms 1 to 5: number 1, Pd, carries 1.08; number 2, C, carries 0.03; number 3, C, carries -0.15; number 4, C, carries 0.08; number 5, C, carries -0.16

2.
Entry from the OMol25 dataset: a cluster of 2 separate species, C2H7O in total at a distorted geometry (ωB97M-V/def2-TZVPD).

```
10
Properties=species:S:1:pos:R:3
O -0.47227 -0.16429 -1.66102
H -0.85312 0.21255 -2.47927
H -0.32606 0.45024 -0.85214
H 0.34075 -0.64308 -1.91527
C 0.77398 -0.19308 0.91556
C -0.41990 0.26501 1.27715
H 1.10607 -1.22979 0.83303
H 1.65808 0.43322 0.83098
H -1.25018 -0.42178 1.43093
H -0.55734 1.29099 1.62005
```

Energy above the lowest of the compared OMol25 structures with the same formula, charge and spin = 0.157 eV
Total charge = +1
Kohn-Sham gap = 10.87 eV

Atom charges from the Löwdin analysis, given in e for atoms 1 to 5: number 1, O, carries 0.28; number 2, H, carries 0.19; number 3, H, carries 0.15; number 4, H, carries 0.18; number 5, C, carries -0.07

3.
Entry from the OMol25 dataset: a cluster of 2 separate species, C25H47N3O6P in total at a distorted geometry (ωB97M-V/def2-TZVPD).

```
82
Properties=species:S:1:pos:R:3
C -2.23856 -3.89953 4.94992
C -1.03841 -3.43006 3.97821
C 0.32703 -3.92390 4.72263
C -0.99767 -1.82543 3.95405
C -0.53821 -1.16097 2.55994
C -0.72873 0.42782 2.71280
C -0.99945 1.23215 1.34975
C 0.30149 1.48906 0.42493
N 0.55581 0.42223 -0.59241
C 1.87278 0.71875 -1.29379
C 2.89232 -0.43357 -0.78509
C 3.93133 -0.03440 0.29678
C 4.87639 -1.15484 0.81579
C 4.83733 -2.63439 0.31342
C 3.81861 -2.98753 -0.80327
C 2.86362 -1.88728 -1.33146
O 1.90835 -2.17965 -2.35098
P 1.34688 -1.41603 2.23503
N 2.23510 -1.17142 3.77550
O 1.63296 -3.03037 1.67687
C -1.36416 -1.83216 1.35723
C -1.83218 -3.35472 1.61414
C -1.59899 -4.13666 0.20457
C -3.41613 -3.35229 1.85956
N -1.03173 -4.09060 2.63851
O -1.52856 -5.32353 2.70828
H -3.26992 -3.52090 4.62330
H -2.04051 -3.40779 5.97769
H -2.24552 -5.02913 5.15233
H 0.30871 -3.61344 5.83116
H 0.35925 -5.06850 4.69977
H 1.25731 -3.53848 4.18379
H -2.01695 -1.42419 4.32821
H -0.21838 -1.50890 4.74886
H 0.26502 0.82693 3.15233
H -1.53350 0.68478 3.49416
H -1.35356 2.28731 1.67124
H -1.85988 0.81011 0.71562
H 0.06012 2.45309 -0.17714
H 1.20194 1.69375 1.09287
H -0.19916 0.39482 -1.29328
H 1.72960 0.69483 -2.42762
H 2.25496 1.73621 -0.91229
H 4.01711 1.01584 0.72372
H 5.64493 -0.90983 1.62267
H 5.54875 -3.41005 0.74408
H 3.76858 -4.06775 -1.18836
H 1.45877 -3.02513 -2.13225
H 2.59939 -0.20395 3.81422
H 3.02127 -1.83423 3.84217
H 1.28597 -3.07037 0.75083
H -2.31523 -1.25637 1.05789
H -0.64220 -1.86930 0.45183
H -0.52405 -4.53547 0.10885
H -2.32828 -5.00076 0.05548
H -1.78525 -3.39111 -0.65843
H -3.91455 -3.01053 0.87210
H -3.77109 -2.59631 2.65030
H -3.86138 -4.38891 2.07822
C 1.95621 5.53663 -3.87639
O 0.95594 4.80843 -4.56975
C 0.85167 3.44922 -4.16275
C -0.59732 3.04861 -3.88578
O -1.21844 3.67931 -2.76586
C -1.45972 5.08495 -2.84763
C -2.46244 5.52879 -3.91343
O -1.94357 5.34551 -5.22491
C -2.86342 4.75435 -6.12476
H 2.92334 5.40489 -4.37233
H 1.68397 6.59336 -3.90822
H 2.02958 5.24098 -2.82507
H 1.45484 3.24483 -3.26940
H 1.24385 2.83416 -4.98101
H -0.59690 1.97845 -3.65046
H -1.21673 3.15450 -4.77650
H -0.52093 5.63077 -2.93025
H -1.87760 5.36296 -1.87247
H -2.65699 6.59966 -3.78873
H -3.40375 4.98601 -3.77249
H -3.45020 3.96233 -5.64929
H -2.29383 4.30382 -6.94030
H -3.52708 5.52053 -6.53746
```

Spin multiplicity = 2
⟨S²⟩ = 0.75
Total charge = 0
Kohn-Sham gap (spin up / spin down) = 7.61 / 7.19 eV

Atom charges from the Löwdin analysis, given in e for atoms 1 to 5: number 1, C, carries -0.06; number 2, C, carries -0.44; number 3, C, carries -0.05; number 4, C, carries -0.13; number 5, C, carries -0.49